(1)
{
  "formula": "C3H5N3",
  "method": "wB97M-V/def2-TZVPD",
  "elements": ["H", "N", "C", "C", "N", "C", "N", "H", "H", "H", "H"],
  "coordinates": [[-2.5061, -0.6439, -0.4904], [-1.9101, 0.1779, -0.0765], [-0.6917, -0.0888, -0.0021], [0.4722, 0.7756, 0.1369], [-0.2380, -1.7133, -0.3980], [-1.2562, -2.4162, -0.8975], [-2.1856, -2.8321, -1.4404], [0.7706, 0.8431, -0.9239], [0.4825, 1.7930, 0.5007], [1.1108, 0.2097, 0.7886], [0.5230, -1.9545, 0.1544]],
  "mulliken_charge": [0.294, -0.573, 0.592, -0.971, -0.334, 0.335, -0.459, 0.242, 0.346, 0.281, 0.247],
  "relative_energy_ev": 2.192,
  "lumo_ev": 0.54,
  "homo_ev": -10.0,
  "energy_ev": -7660.2637
}

(2)
{
  "formula": "H2N2O4S",
  "method": "wB97M-V/def2-TZVPD",
  "elements": ["N", "N", "O", "O", "O", "O", "S", "H", "H"],
  "coordinates": [[-1.8405, 0.2958, -0.1229], [-0.7937, -0.3932, 0.2922], [-2.5765, 0.6791, 0.7652], [0.9327, 1.8100, -0.1064], [0.9313, -2.1382, 0.0679], [1.5393, 0.5257, -0.2876], [0.3926, -0.8188, -0.6890], [0.8393, 2.2564, -0.9188], [0.5755, -2.2167, 0.9995]],
  "mulliken_charge": [-0.008, -0.036, -0.411, -0.292, -0.412, -0.199, 0.618, 0.336, 0.403],
  "relative_energy_ev": 5.159,
  "lumo_ev": [-0.79, -0.79],
  "homo_ev": [-9.1, -9.1],
  "energy_ev": -22030.0322
}